(1)
{"formula": "C12H13NO2", "method": "ωB97M-V/def2-TZVPD", "e_homo_ha": [-0.2595, -0.2663], "spin_multiplicity": 1, "orbital_gap_ev": [6.99, 7.09], "species": ["C", "C", "C", "C", "C", "C", "C", "C", "C", "C", "C", "C", "N", "O", "O", "H", "H", "H", "H", "H", "H", "H", "H", "H", "H", "H", "H", "H"], "xyz": [[3.96631, 0.46451, -1.41616], [3.30598, -0.61332, -1.98425], [3.31961, 1.23825, -0.50963], [1.95640, -0.82434, -1.72125], [1.90575, 1.13412, -0.32797], [1.27486, 0.02435, -0.84231], [-0.26090, 0.48747, 2.68469], [-2.54090, 0.31799, -0.24774], [-2.87945, -0.99980, 0.51431], [-0.09575, -0.30900, -0.62202], [-1.04923, 0.46744, 0.19021], [-1.15087, -0.03941, 1.69550], [-2.26710, -0.80732, 1.79196], [-0.62758, 0.17928, 3.92307], [0.77112, 1.14793, 2.43846], [4.98595, 0.60806, -1.56889], [3.88515, -1.25099, -2.50672], [3.94137, 2.08906, -0.12778], [1.62211, -1.84303, -2.00412], [1.48102, 1.80384, 0.34920], [-2.83952, 0.09103, -1.31762], [-3.28224, 1.06195, 0.15483], [-3.91335, -1.32963, 0.53361], [-2.28589, -1.83708, -0.09276], [-0.45311, -1.32582, -0.83666], [-0.70173, 1.48869, 0.14272], [0.05627, 0.55229, 4.57035], [-2.10289, -1.66826, 2.50260]], "forces_ev_per_a": [[-0.9, -1.0, 0.3], [-2.1, 1.9, 1.5], [-1.1, 2.4, 0.0], [2.3, -1.7, -0.1], [3.4, -0.1, 0.0], [-1.9, -0.7, -0.8], [1.6, 0.6, -1.1], [-1.7, -1.4, 0.2], [1.6, -1.7, -2.4], [-0.5, -1.0, 0.8], [-0.8, 1.0, 0.7], [0.6, 1.5, -2.9], [1.1, -2.8, 3.8], [0.8, 0.3, 2.5], [-1.8, -0.9, 0.4], [1.6, 0.2, -0.4], [1.4, -2.3, -2.0], [-1.1, -0.8, 0.2], [-0.6, 1.0, 0.0], [-1.0, 0.7, 0.8], [1.0, 0.7, 1.0], [1.2, -0.1, -0.4], [-0.1, 0.3, 0.3], [-1.3, 1.3, 1.3], [0.5, 0.4, -0.4], [-0.2, 0.5, 0.4], [-1.2, -0.6, -1.4], [-1.0, 2.5, -2.3]]}

(2)
{"formula": "C12H13NO5", "method": "ωB97M-V/def2-TZVPD", "e_homo_ha": -0.3037, "smiles": "COc1ccc(NC(=O)/C=C/C(=O)O)c(OC)c1", "spin_multiplicity": 1, "orbital_gap_ev": 8.29, "species": ["C", "H", "O", "C", "C", "C", "C", "C", "C", "H", "O", "C", "H", "H", "H", "N", "C", "O", "C", "C", "C", "O", "O", "H", "H", "H", "H", "H", "H", "H", "H"], "xyz": [[-3.93692, -1.89871, 0.03518], [-3.15886, -2.59050, 0.37387], [-3.80474, -0.63453, 0.63884], [-2.66914, 0.08118, 0.42892], [-2.60981, 1.32790, 1.04919], [-1.48879, 2.11567, 0.90182], [-0.40603, 1.69189, 0.14191], [-0.47786, 0.45288, -0.51676], [-1.60182, -0.34785, -0.35468], [-1.64855, -1.29925, -0.85659], [0.58440, 0.12829, -1.30493], [0.63746, -1.14645, -1.89633], [0.59710, -1.93892, -1.14252], [1.59673, -1.18825, -2.40951], [-0.16746, -1.28789, -2.62474], [0.71706, 2.52733, 0.00662], [2.03324, 2.18817, 0.05313], [2.90010, 2.99286, -0.22293], [2.32137, 0.81177, 0.52977], [3.44745, 0.18224, 0.19674], [3.78563, -1.17498, 0.65085], [4.81115, -1.75133, 0.38857], [2.82281, -1.75053, 1.39685], [3.11924, -2.62949, 1.68018], [4.17492, 0.65286, -0.44863], [1.59601, 0.35390, 1.18707], [0.53719, 3.50175, -0.20170], [-1.43897, 3.07862, 1.38676], [-3.44892, 1.65271, 1.64120], [-4.90988, -2.27309, 0.34899], [-3.91409, -1.82828, -1.05713]], "forces_ev_per_a": [[0.0, -0.2, -0.1], [0.0, 0.0, 0.0], [0.1, 0.3, 0.1], [0.1, 0.3, 0.1], [-0.2, -0.2, -0.1], [0.1, -0.3, -0.1], [-0.1, -0.4, -0.1], [0.0, 0.4, 0.0], [-0.1, -0.3, -0.1], [0.0, -0.1, 0.0], [-0.5, 0.4, 0.2], [0.0, -0.3, -0.1], [0.0, 0.0, 0.0], [-0.1, 0.0, 0.0], [0.0, 0.0, 0.0], [-0.3, 0.5, -0.1], [0.1, 0.2, 0.0], [0.2, 0.0, -0.1], [0.6, -0.4, 0.1], [-0.3, 0.4, 0.1], [0.3, -0.4, 0.1], [0.0, 0.1, -0.1], [-0.5, 0.0, 0.3], [0.2, 0.2, -0.2], [0.0, 0.0, 0.0], [0.0, -0.1, 0.0], [0.2, -0.1, 0.0], [0.0, 0.1, 0.1], [-0.1, 0.0, 0.1], [0.1, 0.0, -0.1], [0.0, 0.0, 0.0]]}

Energy relative to the best compared isomer or geometry (same formula, charge and spin) across the listed records, respectively: 102.5; 56.0 kcal per mole.